(1)
A 3-piece molecular cluster, C19H35BFIN3O9S overall. Source: the OMol25 dataset; level of theory: ωB97M-V/def2-TZVPD.

Structure (XYZ):
```
70
Properties=species:S:1:pos:R:3:forces:R:3
C 2.1270 1.1246 -3.0510 -0.0367 0.2055 -0.1960
C 0.8636 0.5586 -3.6714 -0.0098 0.2249 -0.0262
O 0.7789 -0.8739 -3.8164 0.0342 0.1105 0.1087
C 1.8454 -1.6646 -3.3418 -0.0837 -0.5407 -0.0788
C 1.7907 -1.9083 -1.8093 0.5400 -0.1818 -0.3442
N 0.5819 -1.3090 -1.2738 -0.0886 0.2888 0.1687
C 0.3955 -0.9365 -0.0529 0.2276 0.1343 0.1396
N -0.7745 -0.3652 0.3423 -0.3721 -0.7508 -0.3754
C -1.4146 -1.0559 1.4814 -0.0615 0.0983 0.3869
S -2.5047 0.1952 2.1742 0.2067 0.2238 -0.4007
O -3.5560 0.4016 1.2432 -0.1277 -0.0578 0.1048
O -1.7417 1.2730 2.6879 -0.0157 -0.0558 0.2531
F -3.0597 -0.6230 3.3786 -0.0698 -0.0108 -0.0152
C -0.4326 -1.5904 2.5220 0.2248 0.2904 -0.0407
C 0.8733 -2.1026 1.8878 -0.2184 -0.0962 0.0025
B 1.9658 -2.5441 2.9823 0.0709 0.0279 0.0959
O 1.5792 -2.6351 4.3009 -0.1177 -0.1339 -0.4182
O 3.2635 -2.7751 2.6307 -0.1322 -0.5478 0.3142
N 1.3930 -1.1202 0.8931 -0.0575 -0.2362 0.3555
C 1.8211 0.1885 1.4628 0.2567 0.0831 -0.2524
C 3.3332 0.3168 1.5551 0.1548 0.1493 0.1233
C 3.7428 1.6608 2.1499 0.0760 -0.5173 0.1460
I 3.1293 3.3100 0.9579 -0.0005 0.1761 -0.0178
H 2.3513 0.7383 -2.0561 0.0150 -0.0511 -0.0173
H 1.9797 2.2014 -2.9466 -0.0087 -0.0306 0.0404
H 2.9883 1.0018 -3.7071 0.0495 -0.1234 0.1138
H -0.0093 0.8836 -3.0927 0.0262 -0.1016 0.0570
H 0.7381 0.9905 -4.6660 0.0046 -0.1151 -0.0231
H 2.8253 -1.2933 -3.6412 -0.0630 0.2153 0.1047
H 1.7303 -2.6342 -3.8261 -0.1082 0.0720 -0.0589
H 1.7433 -2.9765 -1.6012 -0.0362 0.0093 -0.0853
H 2.6814 -1.5206 -1.3206 -0.2383 0.2430 0.1844
H -0.1806 -1.1990 -1.9349 0.1322 -0.1587 -0.2038
H -1.4411 -0.2554 -0.4162 -0.0379 0.1945 0.0557
H -2.0773 -1.8438 1.1115 0.0400 0.0069 -0.0343
H -0.1985 -0.7958 3.2319 -0.0230 -0.0358 0.0298
H -0.9231 -2.3819 3.0853 0.0075 0.0067 -0.0058
H 0.6464 -3.0265 1.3318 0.0365 0.0529 -0.0926
H 1.1823 -3.4850 4.5297 0.1302 0.1993 0.3177
H 3.4320 -3.4281 1.9436 0.0719 0.4443 -0.2672
H 1.4672 0.9736 0.7908 -0.0767 0.0238 0.0936
H 1.3578 0.3859 2.4342 -0.0473 -0.0859 -0.0131
H 3.7599 -0.4587 2.1932 -0.0739 -0.0520 -0.0141
H 3.7884 0.1994 0.5684 -0.1043 -0.0292 -0.0290
H 4.8238 1.7067 2.2461 -0.0197 0.1460 -0.1016
H 3.3187 1.7817 3.1455 -0.0759 0.1792 -0.0723
O -0.3748 -3.9719 -2.2565 -0.0155 0.2846 0.0625
C -1.3761 -3.8701 -2.9193 0.0734 -0.2492 -0.1357
O -2.5941 -4.0641 -2.3897 -0.0452 0.0893 0.0526
C -3.6081 -3.9902 -3.4203 -0.0814 0.0221 -0.1306
C -2.9689 -3.1752 -4.5389 0.0943 -0.0026 0.0423
C -1.4936 -3.5494 -4.3946 -0.2177 0.1422 0.0534
H -3.8489 -5.0081 -3.7283 0.0304 -0.0104 -0.0050
H -4.4951 -3.5318 -2.9932 0.0355 -0.0031 0.0857
H -3.3925 -3.3912 -5.5161 0.0033 -0.0567 0.0060
H -3.1011 -2.1099 -4.3432 -0.0223 0.0022 -0.0149
H -1.2385 -4.4509 -4.9552 0.0439 0.0010 -0.0028
H -0.8068 -2.7514 -4.6675 0.0854 -0.0714 -0.0134
O -0.7560 7.7539 1.2935 0.0284 0.0288 0.0100
C -1.1913 6.8612 1.9545 -0.0804 -0.0200 -0.1363
O -0.3921 5.9089 2.5010 0.0314 -0.0726 0.0396
C -1.1841 4.9007 3.1501 -0.0567 -0.0145 0.0395
C -2.5167 5.5755 3.4591 -0.0158 0.0639 -0.0546
C -2.6395 6.5635 2.3009 0.0941 -0.0814 0.2903
H -1.2965 4.0557 2.4667 -0.0202 0.0004 0.0037
H -0.6521 4.5671 4.0378 0.0631 0.0250 -0.0229
H -3.3410 4.8699 3.5386 0.0145 -0.0261 -0.0463
H -2.4453 6.1201 4.4011 0.0044 -0.0169 0.0154
H -3.1122 6.1169 1.4244 -0.0187 0.0422 -0.0247
H -3.1597 7.4814 2.5583 -0.0284 0.0294 -0.1264
```
Forces are in eV/Å.

Properties
HOMO = -11.60 eV
charge = +1
HOMO-LUMO gap = 8.695 eV
total energy = -65494.47680 eV
LUMO energy = -0.1067 Ha

---

(2)
One molecule with the formula C3H6N4O2S in a non-equilibrium geometry. Source: the OMol25 dataset; level of theory: ωB97M-V/def2-TZVPD.

Structure (XYZ):
```
16
Properties=species:S:1:pos:R:3:forces:R:3
C 1.6864 -1.2873 0.0439 2.2679 1.0559 -1.2873
S 0.8001 -0.4541 1.3846 -1.9589 -1.7108 0.5295
O 1.6804 0.4212 2.0724 0.2474 0.1031 0.1259
O 0.0005 -1.4632 2.0875 1.6826 1.3083 -1.0330
N -0.3312 0.5008 0.5682 -1.5111 1.2746 -1.6980
N -0.7528 1.7656 1.1419 1.0362 -1.7604 -0.8963
C -1.5553 2.2348 0.2511 1.3828 -4.8999 -2.0811
N -1.7453 1.4063 -0.9049 -0.1923 0.4574 0.8861
C -1.0486 0.3185 -0.7264 1.2228 6.0752 5.9862
N -0.9485 -0.7164 -1.4695 3.8100 -4.6486 -3.3779
H 1.0296 -2.1504 -0.3167 1.2379 1.2252 0.4413
H 2.7412 -1.6182 0.5365 -2.7578 0.5559 -1.1394
H 2.0239 -0.4444 -0.8618 -1.2085 -2.5161 2.6978
H -2.0440 3.1123 0.3077 -1.4444 2.8256 0.4397
H 0.0466 -0.9543 -1.8975 -2.7537 0.6842 1.5391
H -1.5830 -0.6712 -2.2169 -1.0612 -0.0299 -1.1325
```
Forces are in eV/Å.

Properties
HOMO = -9.78 eV
SMILES string = CS(=O)(=O)n1ncnc1N
HOMO-LUMO gap = 9.941 eV
total energy = -24096.03906 eV
LUMO energy = 0.0059 Ha

---

(3)
An isolated ion of composition C23H26NO3 and charge +1 in a non-equilibrium geometry. Source: the OMol25 dataset; level of theory: ωB97M-V/def2-TZVPD.

Structure (XYZ):
```
53
Properties=species:S:1:pos:R:3:forces:R:3
C -4.9262 4.8898 3.6782 0.4574 -0.3406 0.1988
O -4.0472 3.8604 4.2024 0.0742 0.3790 -0.4978
C -3.0453 3.4080 3.4056 -0.0475 -0.0410 -0.6470
C -2.3016 2.2997 3.8821 -0.3921 0.4835 -0.3150
C -1.3767 1.7006 3.0538 0.2163 0.2899 -0.6415
C -1.1438 2.1733 1.7350 -0.8277 0.6689 0.5441
C -0.1613 1.5385 0.8721 0.6614 -1.4019 -0.2719
C 0.4916 0.3829 1.1625 -1.1226 1.0266 -0.0236
C 1.6858 -0.0782 0.4176 0.5857 1.3463 0.2111
C 1.6536 -1.5537 0.1822 0.3432 -1.0445 -0.6067
C 1.5918 -2.3235 1.5148 -0.2891 -0.5214 0.1276
C 0.4795 -1.9184 -0.6634 0.0696 -1.3801 -0.4062
N 0.4318 -2.9748 -1.4395 0.0817 1.9349 1.4667
C -0.8255 -3.1839 -2.1899 -0.5722 0.2641 -0.2976
C -0.7184 -4.2585 -3.2630 0.5019 -0.5793 -0.3785
O 0.6319 -4.5115 -3.6593 -0.1796 0.0148 1.0244
C 1.4130 -4.9680 -2.5471 -0.4024 -0.2159 -0.6962
C 1.6037 -3.8753 -1.5114 0.4891 0.0469 -0.1979
C 1.9199 0.7651 -0.8249 0.0810 -0.2174 -0.5007
C 3.0060 0.5054 -1.6798 -0.2041 0.0732 0.2464
C 3.3581 1.4014 -2.6783 0.0301 0.0409 -0.0615
C 2.5606 2.5313 -2.9126 -0.1528 -0.3492 0.0637
C 1.3902 2.7203 -2.1849 0.3101 -0.1251 0.1577
C 1.1193 1.8635 -1.1137 -0.2120 0.0127 0.4009
O 0.0425 2.2051 -0.3075 0.3884 0.3300 -0.0396
C -1.8397 3.3205 1.3049 0.3962 -0.4074 0.1220
C -2.7632 3.9451 2.1224 -0.5254 -0.1470 0.8998
H -5.6830 5.0119 4.4520 0.0780 0.0607 -0.1572
H -4.3797 5.8346 3.5312 -0.1729 -0.3120 0.0575
H -5.3985 4.5743 2.7339 0.2111 0.0259 0.3244
H -2.4913 1.9274 4.8871 0.0150 0.1015 -0.2392
H -0.7890 0.8608 3.4177 -0.2133 0.2045 0.0680
H 0.1327 -0.1985 2.0094 0.3813 0.3707 -0.0392
H 2.5692 0.1034 1.0637 -0.1730 -0.2480 -0.1501
H 2.5626 -1.8528 -0.3578 -0.1626 0.0452 0.2133
H 1.9275 -3.3613 1.3862 -0.2029 0.2654 0.1246
H 2.2389 -1.8639 2.2742 -0.1800 0.0147 -0.3351
H 0.5570 -2.3276 1.8910 0.4240 -0.1186 0.0660
H -0.4367 -1.3155 -0.5594 0.4034 -0.1382 -0.2895
H -1.6220 -3.4618 -1.4852 0.3081 0.1456 -0.0768
H -1.1070 -2.2263 -2.6555 0.2888 -0.2864 0.3043
H -1.1870 -5.1798 -2.8710 0.2095 0.1514 -0.4190
H -1.2147 -3.9165 -4.1786 -0.0849 -0.2623 0.3678
H 0.9507 -5.8459 -2.0523 0.1335 0.1938 -0.5183
H 2.3881 -5.2222 -2.9837 -0.3322 -0.1763 0.3659
H 2.4943 -3.2810 -1.7763 -0.5224 -0.0501 0.0971
H 1.7788 -4.3268 -0.5234 -0.1256 0.2520 -0.3056
H 3.5894 -0.4068 -1.5173 0.0317 0.4565 -0.0415
H 4.2645 1.2296 -3.2622 -0.3469 0.0755 0.1200
H 2.8525 3.2540 -3.6701 -0.1370 -0.1841 0.0630
H 0.7137 3.5443 -2.3969 0.1808 -0.0879 0.1541
H -1.6504 3.7483 0.3226 0.0115 -0.2245 0.1995
H -3.2910 4.8328 1.7622 0.2179 -0.4159 0.1646
```
Forces are in eV/Å.

Properties
HOMO = -10.18 eV
charge = +1
SMILES string = COc1ccc(C2=C[C@@H]([C@@H](C)C=[N+]3CCOCC3)c3ccccc3O2)cc1
HOMO-LUMO gap = 6.214 eV
total energy = -31897.59088 eV
LUMO energy = -0.1456 Ha

---

(4)
C27H25AsN8O8S2W as an isolated structure in a non-equilibrium geometry. Source: the OMol25 dataset; level of theory: ωB97M-V/def2-TZVPD.

Structure (XYZ):
```
72
Properties=species:S:1:pos:R:3:forces:R:3
W 0.0879 -0.2896 -0.4410 0.7441 -0.2987 0.7587
O -2.2848 -0.4697 -3.3986 -0.0324 0.0003 -0.0550
As -2.6123 -1.7865 -2.2516 0.2359 0.0457 0.2800
O -1.4867 -3.0535 -2.8634 -0.1650 0.0318 -0.0375
O -1.5631 -1.1399 -0.9950 0.1179 -0.1489 -0.3001
C -0.9731 -3.0313 -4.1236 0.0835 0.0435 0.0298
C -1.7567 -3.0977 -5.2678 -0.0126 0.0056 -0.0041
C -1.1630 -3.0891 -6.5214 -0.0286 -0.0098 0.0036
C 0.2173 -3.0305 -6.6481 0.0335 0.0058 0.0240
C 1.0108 -2.9866 -5.5115 -0.0512 0.0002 -0.0538
C 0.4025 -2.9833 -4.2732 0.0782 0.0153 -0.0127
S 1.5389 -1.8795 -2.1230 -0.0975 0.1554 0.3177
O 0.6089 -0.7028 -2.4991 -0.0913 -0.0238 -0.0930
O 1.2346 -3.0457 -3.1367 -0.0582 -0.0956 -0.0628
O 0.8727 -2.2705 -0.7935 -0.1148 -0.1922 -0.3167
H -2.8841 -0.4899 -4.1562 0.0265 0.0043 -0.0064
H -2.8321 -3.1876 -5.1658 0.0020 0.0047 -0.0020
H -1.7832 -3.1480 -7.4054 -0.0071 0.0005 0.0052
H 0.6778 -3.0397 -7.6258 -0.0008 -0.0003 -0.0010
H 2.0905 -2.9760 -5.5750 0.0036 -0.0028 0.0085
N 3.0700 -1.3895 2.7359 0.0218 0.0700 0.0173
C 1.8397 -1.5275 2.2462 0.0417 -0.0865 -0.0849
N 1.7395 -0.7718 1.1656 -0.2926 0.0871 -0.2720
C 2.9608 -0.1946 1.0569 0.1064 0.0871 0.0175
N 3.8024 -0.5361 1.9964 -0.0380 -0.1071 0.0306
C 3.2136 0.6506 -0.0931 0.0878 0.0179 0.0789
C 4.4314 1.2733 -0.3432 -0.0498 -0.0058 -0.0131
N 4.6324 1.9707 -1.4479 0.0726 0.0293 0.0070
C 3.6300 2.0161 -2.3191 -0.0883 -0.0325 -0.0087
C 2.4121 1.3967 -2.0815 0.1490 0.0316 0.0182
N 2.1863 0.7263 -0.9458 -0.2793 0.0665 -0.1513
H 3.4819 -1.8423 3.5387 -0.0022 0.0098 0.0084
H 1.0839 -2.1696 2.6677 0.0193 -0.0099 -0.0047
H 5.2423 1.1882 0.3697 0.0072 0.0063 -0.0047
H 3.7945 2.5609 -3.2400 -0.0030 -0.0021 -0.0020
H 1.6282 1.3997 -2.8193 0.0152 -0.0103 -0.0093
O -2.2522 -1.2751 6.1555 -0.0013 -0.0090 -0.0019
C -2.4555 -2.2707 5.1826 0.0094 0.0104 -0.0103
C -1.8918 -1.7864 3.8777 0.0119 0.0483 0.0250
C -1.8617 -2.6167 2.7596 0.0148 -0.0349 -0.0472
C -1.3531 -2.1457 1.5689 -0.0551 0.0324 0.0771
N -0.8798 -0.8945 1.4440 -0.2488 0.0990 0.0354
C -0.8857 -0.0938 2.5204 0.1127 0.1531 -0.0621
C -1.3822 -0.5023 3.7480 -0.0153 -0.0689 -0.0161
C -0.3043 1.2392 2.2706 -0.0688 -0.1690 0.0289
C -0.3187 2.2500 3.2150 0.0322 0.0736 -0.0409
C 0.2053 3.4949 2.9014 -0.0251 -0.0607 0.0599
C 0.2445 4.6017 3.9236 0.0247 0.0016 0.0140
O -0.4028 4.2251 5.1135 -0.0360 -0.0395 -0.0409
C 0.7135 3.6753 1.6193 0.0367 -0.0173 -0.0719
C 0.7027 2.6241 0.7308 -0.0015 0.0501 0.0662
N 0.2225 1.4077 1.0402 -0.1210 0.1183 -0.0447
H -2.6523 -1.5473 6.9874 0.0002 0.0018 0.0016
H -3.5199 -2.4883 5.0359 -0.0019 0.0016 0.0002
H -1.9630 -3.2124 5.4504 0.0010 0.0021 0.0037
H -2.2301 -3.6334 2.8085 -0.0009 0.0016 0.0022
H -1.3026 -2.7631 0.6847 -0.0042 -0.0017 -0.0246
H -1.3771 0.1527 4.6052 -0.0032 -0.0052 0.0103
H -0.7406 2.0925 4.1960 0.0019 0.0098 0.0040
H -0.1720 5.5132 3.4876 -0.0196 -0.0118 -0.0040
H 1.2974 4.8096 4.1433 -0.0101 0.0221 -0.0019
H -1.1686 4.7846 5.2692 0.0289 0.0387 0.0362
H 1.1210 4.6278 1.3054 -0.0003 -0.0032 -0.0048
H 1.0831 2.7555 -0.2706 -0.0183 0.0115 0.0116
S -3.2945 2.8054 -1.3079 0.0244 0.1009 0.0382
C -2.0439 3.0677 -2.4393 -0.0511 -0.0617 -0.0694
C -1.0341 2.1942 -2.2190 0.0082 0.0067 0.0327
N -1.2266 1.3589 -1.1455 -0.0322 0.1081 -0.0979
C -2.3919 1.5838 -0.5825 0.0140 -0.1094 -0.0089
H -2.1264 3.8076 -3.2176 -0.0035 -0.0052 -0.0068
H -0.1530 2.0972 -2.8282 -0.0419 0.0085 0.0055
H -2.7569 1.0073 0.2545 0.0061 0.0048 -0.0082
```
Forces are in eV/Å.

Properties
HOMO = -12.84 eV
charge = +2
HOMO-LUMO gap = 6.743 eV
total energy = -141029.35564 eV
LUMO energy = -0.2239 Ha

---

> Which of these has the highest HOMO?

C3H6N4O2S

---

> Which of these has the highest HOMO-LUMO gap?

C3H6N4O2S